23
Properties=species:S:1:pos:R:3 method="wB97M-V/def2-TZVPD" orbital_gap_ev=5.8 relative_energy_kj_mol=652.5 energy_ha=-420.944937 charge=+1 lumo_ev=-7.64
C 0.390 -1.016 -1.644
O 0.995 -1.597 -0.569
C -0.658 0.273 -1.216
C -1.800 -0.454 -0.479
C -2.782 0.621 0.104
N -3.492 0.016 1.145
N -0.002 1.055 -0.376
H -0.189 -1.732 -2.212
H 1.097 -0.466 -2.248
H 1.250 -0.862 0.011
H -0.901 0.697 -2.164
H -1.450 -1.029 0.377
H -2.323 -1.191 -1.079
H -3.466 0.855 -0.707
H -2.163 1.480 0.422
H 2.805 -0.306 0.925
H -4.413 0.298 1.248
H -3.071 -0.024 2.063
H 3.212 0.144 0.489
H 0.275 1.982 -0.709
H 5.220 -0.159 2.621
H 6.172 0.898 2.062
O 5.295 0.518 1.936


23
Properties=species:S:1:pos:R:3 method="wB97M-V/def2-TZVPD" orbital_gap_ev=5.3 relative_energy_kj_mol=680.1 energy_ha=-420.934416 charge=+1 lumo_ev=-7.42
N -0.471 -1.702 1.614
C -0.044 -1.541 0.258
C 1.374 -1.020 0.054
N 1.458 0.493 -0.073
C 1.111 0.965 -1.322
C 1.174 2.491 -1.360
O 0.465 3.063 -0.261
H -0.308 -2.594 2.060
H -0.634 -0.777 -0.288
H -1.461 -1.512 1.760
H -0.158 -2.448 -0.338
H -0.322 -0.335 -2.227
H 2.081 -1.284 0.833
H 1.726 -1.483 -0.867
H 0.696 0.756 0.563
H 1.792 0.593 -2.097
H -0.087 0.829 -1.693
H 0.855 3.011 -2.259
H 2.217 2.849 -1.362
H -0.444 2.819 -0.485
H -3.610 -1.552 3.092
H -4.114 -0.604 2.046
O -3.298 -1.017 2.352


23
Properties=species:S:1:pos:R:3 method="wB97M-V/def2-TZVPD" orbital_gap_ev=10.0 relative_energy_kj_mol=182.8 energy_ha=-421.123824 charge=+1 lumo_ev=-3.03
N 1.283 -0.440 1.046
C -0.144 0.118 0.949
C -0.952 -0.558 -0.169
C -1.008 -2.080 0.118
O -0.307 -2.726 -0.959
C 0.108 1.603 0.497
N 0.389 2.530 1.562
H 1.875 0.342 1.347
H 1.331 -1.134 1.791
H 1.635 -0.793 0.154
H -0.635 -0.050 1.907
H -1.918 -0.029 -0.219
H -0.448 -0.344 -1.109
H -0.542 -2.414 1.062
H -2.053 -2.351 -0.059
H -0.794 -3.510 -1.203
H -0.902 1.861 0.098
H 0.859 1.639 -0.292
H -0.355 2.900 2.124
H 1.070 3.208 1.261
H -0.134 1.297 -3.354
H 0.464 2.222 -2.490
O 0.375 1.266 -2.523


23
Properties=species:S:1:pos:R:3 method="wB97M-V/def2-TZVPD" orbital_gap_ev=9.3 relative_energy_kj_mol=122.0 energy_ha=-421.146989 charge=+1 lumo_ev=-2.84
C 0.164 1.048 1.210
C -1.191 1.024 0.501
C -1.326 -0.261 -0.242
C -0.530 -0.605 -1.247
N -0.449 -1.875 -1.874
N 0.410 -0.159 2.138
H 0.991 1.144 0.514
H 0.084 1.815 1.997
H -1.203 1.969 -0.053
H -2.024 1.053 1.261
H -2.108 -1.021 -0.128
H 0.166 0.152 -1.635
H -1.346 -2.319 -1.702
H -0.181 -1.824 -2.846
H 1.089 0.135 2.834
H 0.764 -0.856 1.445
H -0.386 -0.529 2.662
H 1.726 2.897 -1.863
H 0.121 2.934 -2.065
O 0.868 2.565 -1.599
H 0.918 -2.435 -0.347
H 2.039 -2.774 0.613
O 1.402 -2.078 0.427


24
Properties=species:S:1:pos:R:3 method="wB97M-V/def2-TZVPD" orbital_gap_ev=10.3 relative_energy_kj_mol=133.2 energy_ha=-496.425708 charge=+1 lumo_ev=-2.96
N 0.603 -1.657 0.127
C 0.299 -0.518 -0.753
C -0.881 0.259 -0.248
N -1.009 1.593 -0.528
C -0.173 2.208 -1.596
C 1.070 2.840 -1.035
O -1.711 -0.309 0.456
H 0.835 -2.494 -0.416
H -0.243 -1.869 0.711
H 1.440 -1.458 0.778
H 1.185 0.122 -0.788
H 0.145 -0.761 -1.807
H -1.802 2.035 -0.103
H 0.011 1.467 -2.362
H -0.739 3.061 -1.967
H 0.870 3.791 -0.544
H 1.801 3.072 -1.830
H 1.773 2.278 -0.406
H 2.043 0.240 2.060
H 3.349 -0.498 1.644
O 2.440 -0.397 1.433
H -1.687 -3.130 2.366
H -2.173 -3.328 0.904
O -1.397 -3.141 1.430


22
Properties=species:S:1:pos:R:3 method="wB97M-V/def2-TZVPD" orbital_gap_ev=10.2 relative_energy_kj_mol=70.4 energy_ha=-668.848967 charge=+1 lumo_ev=-2.94
N -0.020 1.477 -0.378
C 0.730 0.893 -1.520
C 0.038 -0.363 -2.021
N 0.826 -0.919 -3.104
H -1.025 1.466 -0.555
H 0.218 0.877 0.651
H 0.249 2.443 -0.210
H 0.811 1.631 -2.321
H 1.729 0.651 -1.184
H 0.003 -1.092 -1.222
H -1.003 -0.123 -2.291
H 0.513 -1.856 -3.334
H 0.715 -0.371 -3.947
C -0.984 0.606 2.959
S 0.556 0.083 2.176
C 0.172 -1.637 1.788
H -1.055 0.154 3.938
H -1.830 0.313 2.343
H -0.954 1.684 3.070
H 1.026 -2.066 1.285
H -0.004 -2.162 2.718
H -0.711 -1.691 1.157


23
Properties=species:S:1:pos:R:3 method="wB97M-V/def2-TZVPD" orbital_gap_ev=9.1 relative_energy_kj_mol=161.1 smiles=NCCCNCN.O energy_ha=-400.856818 lumo_ev=0.68
N 0.878 2.790 1.630
C 1.502 1.705 0.912
C 0.554 0.675 0.242
C -0.089 1.174 -1.076
N -1.479 0.762 -1.232
C -1.763 -0.511 -1.795
N -0.973 -1.688 -1.329
H 0.400 2.436 2.446
H 0.203 3.374 1.102
H 2.265 2.108 0.212
H 2.266 1.184 1.510
H 1.072 -0.275 0.114
H -0.255 0.514 0.997
H 0.564 0.979 -1.986
H -0.127 2.271 -0.920
H -1.944 0.898 -0.352
H -2.832 -0.710 -1.658
H -1.566 -0.540 -2.892
H -1.528 -2.288 -0.742
H -0.011 -1.776 -1.575
O 1.207 -3.849 1.990
H 1.320 -4.747 2.338
H 0.255 -3.806 2.175


23
Properties=species:S:1:pos:R:3 method="wB97M-V/def2-TZVPD" orbital_gap_ev=11.9 relative_energy_kj_mol=78.2 energy_ha=-400.323669 charge=+2 lumo_ev=-6.52
C 0.386 -1.037 -0.453
C 0.453 -0.170 0.830
C -0.352 1.130 0.832
N -2.612 2.680 -0.156
C -2.750 1.712 0.743
N -1.801 0.926 1.149
N 1.683 -1.154 -1.239
H -0.096 -2.005 -0.297
H -0.382 -0.512 -1.042
H 0.198 -0.806 1.693
H 1.471 0.150 1.108
H -0.085 1.692 -0.068
H 0.045 1.745 1.668
H -3.391 3.292 -0.344
H -1.942 2.534 -0.898
H -3.729 1.688 1.198
H -1.867 0.242 1.890
H 1.501 -1.064 -2.241
H 1.962 -2.128 -1.071
H 2.325 -0.436 -0.914
H 4.345 -2.897 -0.469
H 3.833 -3.745 -1.696
O 3.581 -3.075 -1.058


23
Properties=species:S:1:pos:R:3 method="wB97M-V/def2-TZVPD" orbital_gap_ev=10.7 relative_energy_kj_mol=313.4 energy_ha=-380.117850 charge=+1 lumo_ev=-2.87
C 0.477 -1.282 1.390
C -0.645 -1.078 -1.068
C 1.248 0.608 -0.182
C 0.120 -0.264 0.375
N -1.929 -0.363 -1.199
N 1.291 1.755 0.724
N -0.903 0.559 0.985
N 0.894 1.077 -1.473
H 0.216 -2.304 1.033
H 1.543 -1.188 1.510
H -0.003 -1.106 2.364
H -0.005 -0.759 -1.881
H -0.766 -2.020 -0.576
H 2.189 0.105 -0.271
H -1.794 0.478 -0.035
H -2.850 -0.913 -1.190
H 1.584 1.205 1.598
H 2.115 2.339 0.639
H -1.216 0.239 1.894
H -0.665 1.484 1.080
H -1.976 0.396 -1.872
H -0.103 1.115 -1.524
H 1.344 1.934 -1.659


23
Properties=species:S:1:pos:R:3 method="wB97M-V/def2-TZVPD" orbital_gap_ev=10.5 relative_energy_kj_mol=117.2 energy_ha=-380.192567 charge=+1 lumo_ev=-2.68
C -1.585 1.861 1.077
N -1.818 -0.301 2.751
C -0.719 -0.094 1.966
N -0.500 0.876 1.141
H -1.204 2.765 0.538
H -1.884 2.102 2.081
H -2.460 1.475 0.519
H -1.972 -1.266 3.000
H -2.661 0.180 2.501
H 0.057 -0.861 2.042
N 1.044 1.142 -0.913
C 0.766 -0.045 -1.829
C 1.447 -1.250 -1.252
N 1.057 -2.512 -1.896
H 0.522 1.008 0.076
H 2.043 1.312 -0.821
H 0.676 2.017 -1.277
H -0.325 -0.157 -1.876
H 1.123 0.215 -2.845
H 2.566 -1.086 -1.328
H 1.295 -1.255 -0.133
H 1.873 -2.953 -2.293
H 0.659 -3.173 -1.227


22
Properties=species:S:1:pos:R:3 method="wB97M-V/def2-TZVPD" orbital_gap_ev=9.2 relative_energy_kj_mol=73.9 smiles=CC(C)CN.O.O energy_ha=-366.623013 lumo_ev=0.41
C 0.066 0.620 -1.216
C 0.367 -0.853 -0.828
C 1.517 -0.904 0.214
C -0.849 -1.602 -0.294
N -2.015 -1.560 -1.187
H -0.312 1.111 -0.317
H -0.760 0.800 -1.910
H 0.951 1.083 -1.650
H 0.733 -1.391 -1.707
H 1.779 -1.944 0.408
H 2.357 -0.271 -0.071
H 1.152 -0.514 1.162
H -1.235 -1.157 0.625
H -0.600 -2.628 -0.005
H -1.703 -1.523 -2.149
H -2.603 -0.761 -1.011
O 1.011 2.656 1.445
H 1.923 2.689 1.098
H 0.485 3.200 0.814
O -0.985 0.714 1.974
H -1.096 1.022 2.883
H -0.182 1.212 1.723


23
Properties=species:S:1:pos:R:3 method="wB97M-V/def2-TZVPD" orbital_gap_ev=3.7 relative_energy_kj_mol=650.1 energy_ha=-764.574679 lumo_ev=-4.74
C -0.672 -1.030 -1.015
C -0.014 0.278 -1.335
C -0.344 1.360 -0.337
S 2.516 0.287 0.432
C 4.220 0.041 0.897
N -0.224 -1.633 0.212
H -1.757 -0.878 -0.998
H -0.540 -1.765 -1.816
H 1.092 0.132 -1.255
H -0.306 0.620 -2.329
H -1.413 1.553 -0.312
H -0.148 1.073 0.691
H 4.523 0.761 1.654
H 4.822 0.208 -0.002
H 4.385 -0.984 1.230
H 0.686 -1.263 0.485
H -0.883 -1.437 1.013
H -4.503 0.786 -0.112
H -3.167 -0.010 0.203
O -3.647 0.551 -0.474
H 0.210 2.268 -0.488
H -2.672 -0.410 2.236
O -2.166 -0.508 1.422